# 1
A cluster of 2 separate species, C4H4OS in total. Source: the OMol25 dataset; level of theory: ωB97M-V/def2-TZVPD.

Values from the calculation:
HOMO ... -9.527 eV
SMILES ... C=C=C.O=C=S
LUMO level ... 0.65 eV

The geometry in XYZ format:
```
10
Properties=species:S:1:pos:R:3:lowdin_charge:R:1
S 2.7112 -0.7279 -0.0686 0.811
O 2.7926 1.6159 1.2689 0.132
C 2.7523 0.6300 0.6989 -0.840
C -1.1283 -0.1807 -0.2066 -0.180
C -0.6096 -1.2246 0.3031 -0.030
C -1.7151 0.7937 -0.8617 -0.004
H -1.1623 -2.0268 0.7059 0.054
H 0.4345 -1.3851 0.4231 -0.048
H -2.2740 1.6013 -0.3499 0.065
H -1.8013 0.9041 -1.9130 0.040
```

***

# 2
The molecule C6H10O2. Source: the OMol25 dataset; level of theory: ωB97M-V/def2-TZVPD.

Values from the calculation:
HOMO ... -9.487 eV
SMILES ... C[C@H]1C[C@@H](C(=O)O)C1
LUMO level ... 0.18 eV

The geometry in XYZ format:
```
18
Properties=species:S:1:pos:R:3:lowdin_charge:R:1
O 2.9754 -0.0586 -0.4087 -0.011
O 1.5079 1.7846 0.1673 0.041
C -0.0593 -1.0491 -0.7603 -0.010
C -1.4720 -0.2601 -0.0550 -0.190
C -0.3883 -0.0841 1.1681 -0.164
C 0.7937 -0.5190 0.4797 -0.323
C 1.7967 0.5376 0.0956 -0.388
C -1.5646 1.1782 -0.4845 -0.108
H 1.3242 -1.2143 1.2951 0.179
H -0.7770 -1.0820 1.7199 0.165
H -0.5158 0.8324 1.5427 0.066
H -2.3785 -0.8210 -0.1132 0.102
H -1.8974 1.4224 -1.5996 0.119
H -0.0273 -2.1899 -0.6670 0.115
H 0.2622 -0.6936 -1.7003 0.078
H -0.5118 1.6592 -0.3909 0.098
H -2.2107 1.7343 -0.0540 -0.010
H 3.1425 -1.1769 -0.2350 0.241
```

***

# 3
A structure of composition C10H27Cl2OP2RuS. Source: the OMol25 dataset; level of theory: ωB97M-V/def2-TZVPD.

Values from the calculation:
HOMO (alpha / beta) ... -13.860 / -16.521 eV
Net charge ... +2
LUMO level (alpha / beta) ... -8.46 / -9.73 eV
Spin multiplicity ... 6

The geometry in XYZ format:
```
44
Properties=species:S:1:pos:R:3:lowdin_charge:R:1
Ru 0.7745 -0.3538 0.0029 0.517
Cl 1.6082 -1.8463 1.5281 0.126
Cl 2.9058 -0.3408 -0.7728 0.184
S -1.2399 -1.1763 1.3845 0.709
P 0.6752 1.4484 1.3477 0.691
P -0.3246 -1.6702 -1.6138 0.704
O 0.1140 1.6170 -1.8148 -0.015
C 2.2790 1.8239 -3.1398 -0.056
C -0.0940 -3.3984 -1.1198 -0.240
C -0.9522 2.2931 1.5628 -0.205
C 1.2394 1.3876 -2.1505 -0.446
C 1.7684 2.7452 0.7117 -0.233
C 1.2954 1.1416 3.0475 -0.215
C -2.1435 -1.4236 -1.8098 -0.224
C -0.9753 -1.3536 3.1346 -0.362
C 0.3550 -1.4501 -3.2737 -0.231
C -2.8066 -0.3645 1.3381 -0.350
H 2.6376 0.8715 -3.6027 0.093
H 1.3983 3.0847 -0.2606 0.046
H 1.3885 -1.7962 -3.3411 0.065
H 0.6802 -3.4742 -0.3322 0.008
H 0.4978 0.8844 3.7385 0.043
H 3.1265 2.2086 -2.5279 0.099
H -2.4486 -0.3512 -1.7388 0.065
H -2.7563 -1.9860 -1.0784 0.052
H 1.9443 2.5768 -3.9141 0.119
H -2.4050 -1.7726 -2.8206 0.070
H 0.0790 -1.6012 3.3600 0.003
H 0.2223 -4.0143 -1.9779 0.078
H -1.5931 1.8162 2.3192 0.044
H -1.4956 2.3120 0.6026 0.057
H -1.2866 -0.4250 3.6671 0.062
H -1.0385 -3.7804 -0.7271 0.059
H 0.3253 -0.3891 -3.5697 0.044
H -0.2869 -2.0412 -3.9473 0.078
H -1.6250 -2.1812 3.4562 0.080
H 2.0227 0.3222 3.0126 0.024
H 2.7920 2.3999 0.5963 0.054
H -2.8822 0.4153 0.5825 0.046
H -3.5458 -1.1601 1.1322 0.071
H -2.9925 0.0423 2.3526 0.066
H 1.7176 3.5643 1.4367 0.074
H 1.7840 2.0684 3.3530 0.069
H -0.7388 3.3268 1.8662 0.076
```

***

M in g/mol, matching the order above: 100.14 114.14 429.32